(1)
This record from the Open Molecules 2025 dataset describes C4H6O as an isolated structure. The level of theory is wB97M-V/def2-TZVPD.

## Properties
- energy above the lowest of the compared OMol25 structures with the same formula, charge and spin (kJ/mol) = 176.61
- electronic energy (hartree) = -231.15645
- LUMO (eV) = 0.58
- HOMO (eV) = -9.75
- F_max (eV Å⁻¹) = 0.6

Geometry as ORCA input:
```
! RIJCOSX wB97M-V def2-TZVPD def2/J DEFGRID3
* xyz 0 1
O 1.683 0.150 1.829
C 0.742 0.226 1.088
C -0.401 -0.751 0.688
C -0.830 0.421 -0.177
C 0.166 1.251 0.167
H -0.073 -1.656 0.163
H -1.080 -1.034 1.499
H -1.674 0.525 -0.851
H 0.430 -1.032 -2.277
H 0.455 2.257 -0.124
H 0.581 -0.356 -2.006
*
```

Atom charges from the Löwdin analysis, given in e for atoms 1 to 6: 0.099 -0.407 -0.100 -0.101 -0.013 0.095

(2)
This record from the Open Molecules 2025 dataset describes a 2-piece molecular cluster, C4H6O overall at a distorted geometry. The level of theory is wB97M-V/def2-TZVPD.

## Properties
- energy above the lowest of the compared OMol25 structures with the same formula, charge and spin (kJ/mol) = 462.18
- electronic energy (hartree) = -231.04768
- LUMO (eV) = 1.11
- HOMO (eV) = -9.00
- F_max (eV Å⁻¹) = 5.9

Geometry as ORCA input:
```
! RIJCOSX wB97M-V def2-TZVPD def2/J DEFGRID3
* xyz 0 1
C -0.012 0.024 -0.486
C -1.007 -0.705 0.228
C -1.078 0.701 0.318
C 1.419 0.015 -0.056
O -2.126 0.032 -0.314
H -0.241 0.071 -2.047
H -1.152 -1.609 0.867
H -1.049 1.454 1.199
H 2.222 0.530 -0.658
H 1.602 -1.020 -0.002
H 1.421 0.508 0.950
*
```

Atom charges from the Löwdin analysis, given in e for atoms 1 to 6: -0.299 -0.228 -0.226 -0.083 -0.007 0.237

(3)
This record from the Open Molecules 2025 dataset describes C4H6O as an isolated structure at a distorted geometry. The level of theory is wB97M-V/def2-TZVPD.

## Properties
- energy above the lowest of the compared OMol25 structures with the same formula, charge and spin (kJ/mol) = 426.22
- electronic energy (hartree) = -231.06138
- LUMO (spin up / spin down) (eV) = -0.01 / -0.01
- HOMO (spin up / spin down) (eV) = -8.29 / -8.30
- F_max (eV Å⁻¹) = 5.4

Geometry as ORCA input:
```
! RIJCOSX wB97M-V def2-TZVPD def2/J DEFGRID3
* xyz 0 1
O 2.124 0.351 0.054
C 1.428 -0.393 -0.663
C 0.329 0.075 0.389
C -0.761 0.953 -0.053
C -0.964 -0.543 0.005
H 1.815 -1.461 -0.735
H 0.540 0.034 1.477
H -1.260 1.566 0.692
H -0.667 1.402 -1.033
H -1.518 -0.979 0.818
H -0.980 -1.078 -0.939
*
```

Atom charges from the Löwdin analysis, given in e for atoms 1 to 6: 0.001 -0.094 -0.345 -0.104 -0.136 0.121

(4)
This record from the Open Molecules 2025 dataset describes one molecule with the formula C4H6O at a distorted geometry. The level of theory is wB97M-V/def2-TZVPD.

## Properties
- energy above the lowest of the compared OMol25 structures with the same formula, charge and spin (kJ/mol) = 271.21
- electronic energy (hartree) = -231.12042
- LUMO (eV) = 0.96
- HOMO (eV) = -9.68
- F_max (eV Å⁻¹) = 3.6

Geometry as ORCA input:
```
! RIJCOSX wB97M-V def2-TZVPD def2/J DEFGRID3
* xyz 0 1
C -1.396 -2.291 0.957
C -0.691 -1.545 0.402
C 0.764 1.753 -0.136
C -0.105 -0.526 -0.412
O 0.245 0.556 0.368
H -1.834 -2.946 1.649
H 0.474 2.538 0.618
H 0.520 2.111 -1.090
H 1.941 1.573 -0.312
H -0.752 -0.163 -1.289
H 0.834 -1.060 -0.756
*
```

Atom charges from the Löwdin analysis, given in e for atoms 1 to 6: 0.125 -0.125 -0.120 -0.279 -0.202 0.026

(5)
This record from the Open Molecules 2025 dataset describes one molecule with the formula C4H6O at a distorted geometry. The level of theory is wB97M-V/def2-TZVPD.

## Properties
- energy above the lowest of the compared OMol25 structures with the same formula, charge and spin (kJ/mol) = 196.85
- electronic energy (hartree) = -231.14874
- LUMO (eV) = 1.01
- HOMO (eV) = -9.85
- F_max (eV Å⁻¹) = 1.8

Geometry as ORCA input:
```
! RIJCOSX wB97M-V def2-TZVPD def2/J DEFGRID3
* xyz 0 1
O -0.092 0.583 -1.507
C -0.385 -0.660 -0.915
C 0.048 -0.868 0.651
C 0.333 0.485 1.074
C 0.473 1.667 0.856
H 0.100 1.215 -0.768
H -1.473 -0.843 -0.954
H 0.154 -1.445 -1.467
H -0.779 -1.311 1.232
H 0.933 -1.517 0.784
H 0.689 2.694 1.013
*
```

Atom charges from the Löwdin analysis, given in e for atoms 1 to 6: -0.108 -0.228 -0.146 -0.128 0.103 0.011

(6)
This record from the Open Molecules 2025 dataset describes one molecule with the formula C4H6O2. The level of theory is wB97M-V/def2-TZVPD.

## Properties
- energy above the lowest of the compared OMol25 structures with the same formula, charge and spin (kJ/mol) = 228.47
- electronic energy (hartree) = -306.41928
- LUMO (eV) = 0.17
- HOMO (eV) = -9.85
- F_max (eV Å⁻¹) = 1.0

Geometry as ORCA input:
```
! RIJCOSX wB97M-V def2-TZVPD def2/J DEFGRID3
* xyz 0 1
O -0.487 0.956 -1.652
C 0.033 1.463 -0.677
C 0.011 -0.179 1.069
C -0.469 -1.265 0.133
O 0.519 -1.447 -0.863
C 0.669 0.835 0.503
H 0.363 -0.735 -1.504
H -0.109 2.543 -0.466
H 0.048 -0.348 2.145
H -0.505 -2.187 0.724
H -1.439 -1.104 -0.357
H 1.500 1.344 0.964
*
```

Atom charges from the Löwdin analysis, given in e for atoms 1 to 6: 0.032 -0.236 -0.038 -0.250 -0.077 -0.074

(7)
This record from the Open Molecules 2025 dataset describes C4H6O2 as an isolated structure at a distorted geometry. The level of theory is wB97M-V/def2-TZVPD.

## Properties
- energy above the lowest of the compared OMol25 structures with the same formula, charge and spin (kJ/mol) = 775.47
- electronic energy (hartree) = -306.21093
- LUMO (eV) = -0.03
- HOMO (eV) = -6.54
- F_max (eV Å⁻¹) = 7.1

Geometry as ORCA input:
```
! RIJCOSX wB97M-V def2-TZVPD def2/J DEFGRID3
* xyz 0 1
C -1.483 -0.290 0.012
C 0.278 1.269 0.089
C 1.275 0.177 -0.019
C 0.731 -1.026 -0.255
H -2.043 -0.254 0.959
H -2.461 -0.594 -0.735
H 0.219 2.249 0.839
H 1.581 0.214 1.048
H 2.090 0.559 -0.789
H 1.189 -2.116 -0.958
O -0.936 0.908 -0.483
O -0.441 -1.097 0.291
*
```

Atom charges from the Löwdin analysis, given in e for atoms 1 to 6: -0.258 -0.106 -0.311 -0.208 0.127 0.189

(8)
This record from the Open Molecules 2025 dataset describes one molecule with the formula C4H6O2. The level of theory is wB97M-V/def2-TZVPD.

## Properties
- energy above the lowest of the compared OMol25 structures with the same formula, charge and spin (kJ/mol) = 250.02
- electronic energy (hartree) = -306.41107
- LUMO (eV) = 0.88
- HOMO (eV) = -8.94
- F_max (eV Å⁻¹) = 0.4

Geometry as ORCA input:
```
! RIJCOSX wB97M-V def2-TZVPD def2/J DEFGRID3
* xyz 0 1
O -2.106 -0.562 -1.115
C -0.992 0.125 -1.491
C -0.065 0.540 -0.625
C 0.152 -0.152 0.669
C 1.524 -0.189 1.180
O 0.518 0.556 1.849
H -0.921 0.255 -2.569
H -2.304 -0.241 -0.226
H 0.688 1.252 -0.944
H -0.473 -1.030 0.852
H 1.909 -1.073 1.685
H 2.273 0.413 0.663
*
```

Atom charges from the Löwdin analysis, given in e for atoms 1 to 6: 0.003 -0.190 -0.050 -0.308 -0.126 -0.033

What is the formula in the sixth record? C4H6O2

Which of these has the highest F_max? number 7

The highest electronic energy belongs to which entry? number 2